C25H32BO4Ti as an isolated structure at a distorted geometry, computed with wB97M-V/def2-TZVPD.

Geometry as XYZ:
```
63
Properties=species:S:1:pos:R:3:forces:R:3
O 1.572001 -3.907834 -4.511778 1.5953 -2.8559 -0.6348
C 2.263674 -5.091250 -3.935967 -0.1672 -0.5492 1.4629
C 2.612403 -5.822106 -5.193507 -0.0484 0.1343 0.9084
H 1.556412 -5.695190 -3.332322 0.6870 0.5098 -1.0205
H 3.179095 -4.826370 -3.401130 -0.7083 -0.0047 0.1993
C 1.836820 -4.647714 -5.743653 -0.4480 0.3662 -2.7579
H 2.121194 -6.808867 -5.194131 0.5559 0.3920 -0.5794
H 3.703264 -5.797058 -5.305668 -0.4522 -0.4029 -0.6099
C 0.563044 -5.141453 -6.391445 -0.2969 0.3290 -0.2913
H -0.017567 -5.770561 -5.716852 0.1017 -0.0572 0.1157
H 0.814939 -5.721993 -7.284855 -0.0418 0.0218 0.0931
H -0.079098 -4.315062 -6.683843 -0.0614 0.1885 -0.0667
C 2.703008 -3.829620 -6.661725 -0.0432 0.4587 -0.4273
H 3.623233 -3.530785 -6.159657 0.0114 -0.0584 0.1071
H 2.198680 -2.912306 -6.964362 -0.0715 0.0278 -0.0934
H 2.974311 -4.417078 -7.546336 -0.0836 0.0987 0.0633
Ti 0.390998 -0.092884 -1.801872 -0.1318 -0.7207 2.5702
C 1.041425 1.593932 -0.320436 0.2574 -0.4697 -0.6242
C 1.427919 0.688242 0.821299 -0.5034 0.5861 0.7342
C 2.001248 -0.448857 0.056553 -0.6741 -0.3360 -0.6522
H 2.247917 1.176367 1.388020 0.7984 0.5512 0.5642
C 2.566134 0.076262 -1.132749 -0.1211 1.2383 -0.8417
C 1.941474 1.372599 -1.393611 1.9395 -0.3970 0.1119
H 2.055921 1.948210 -2.310482 0.2108 0.0184 0.4385
H 0.479149 2.495335 -0.162849 -0.1535 0.2512 -0.1328
H 2.255609 -1.378240 0.545382 0.1850 -0.0569 -0.0963
H 3.351571 -0.382307 -1.728143 -0.2283 0.1616 -0.0815
C -1.244915 0.460358 -0.384559 -1.0208 -0.3623 -0.3137
C -1.527514 0.890710 -1.735346 -1.0846 -0.5032 0.2687
C -1.851492 -0.295090 -2.494028 0.1048 -0.2695 0.8631
H -1.405149 1.906795 -2.116004 -0.4255 -0.3734 0.1553
C -1.698670 -1.425779 -1.611487 -0.0714 1.0540 -0.4512
C -1.254172 -0.970300 -0.335935 -1.0767 1.2304 -0.6405
H -1.114770 -1.566148 0.561244 0.1158 0.0625 -0.3258
H -1.241125 1.083594 0.498166 0.3367 0.0031 -0.3529
H -2.190365 -0.326622 -3.520756 0.1300 -0.0373 0.1171
H -1.983709 -2.450789 -1.824198 0.4521 0.1393 -0.2162
O 0.267250 -3.441979 -0.912913 1.9060 0.6506 -0.5303
C 1.143072 -2.820310 -1.954974 -0.2731 1.7549 -1.1123
C 2.606947 -3.308931 -1.729328 -1.2780 0.2265 0.3866
H 1.255470 -1.634139 -2.072384 0.1484 -3.2647 0.4324
H 0.740225 -3.161024 -2.934908 0.3489 0.4476 1.0680
C 2.147235 -4.730855 -1.274753 -0.6912 0.0830 -0.3989
H 3.047618 -2.708740 -0.899949 -0.3144 -0.6855 -0.3433
H 3.274086 -3.113839 -2.606772 -0.8887 -0.5167 0.6253
C 1.141860 -4.339786 -0.211410 0.6275 0.5025 0.6122
H 2.896050 -5.473310 -1.074683 0.5798 -0.2334 0.6630
H 1.494640 -5.187969 -2.059609 0.8120 0.8731 1.7315
H 1.709354 -3.810770 0.587174 -0.6653 -0.1609 -0.0273
H 0.556407 -5.156504 0.230938 0.0697 0.2030 -0.2571
O -0.433585 1.406566 2.568554 -0.1194 -0.4018 0.6946
B 0.554328 0.505918 2.084974 -0.3560 -0.1694 -0.7109
O 0.727818 -0.551957 2.996239 -0.4353 0.1650 0.4826
C -0.106929 -0.276830 4.052767 -0.1681 0.6662 0.0418
C -0.179120 -0.913163 5.278018 0.0080 0.1224 -0.1109
C -1.008642 -0.347535 6.260841 -0.3191 -0.0062 -0.2638
C -1.810307 0.761925 5.967296 0.2166 -0.1043 0.0167
C -1.718581 1.420339 4.727173 -0.0897 -0.0150 -0.3255
C -0.843524 0.900286 3.786656 0.8629 -0.4681 0.1626
H 0.401503 -1.813113 5.456819 0.0042 0.1811 0.0737
H -1.038617 -0.792881 7.259286 -0.1085 0.0868 -0.4009
H -2.517870 1.121039 6.719314 0.3265 -0.0041 -0.2426
H -2.313319 2.307273 4.491316 0.2281 -0.3012 0.1699
```
Forces are in eV/Å.

Values from the calculation:
- strongest force on any atom (eV Å⁻¹) = 3.33
- relative energy (zero: lowest compared OMol25 entry of this formula, charge and spin) (kcal per mole) = 11.7
- charge = -1
- Kohn-Sham gap (spin up / spin down) (hartree) = 0.1091 / 0.1465
- <S²> = 2.034
- multiplicity = 3

Mulliken atomic charge list, values in e, 6 entries:
1 O -0.408
2 C -0.155
3 C -1.014
4 H 0.305
5 H 0.474
6 C 1.705